1.
Molecular formula: C5H16N3
Method: DFT, ωB97M-V/def2-TZVPD

Last column: Mulliken charge in e.
Cartesian coordinates (Å):
C: 0.328927 0.413286 -0.539699  -0.04
C: -0.691936 -0.624202 -0.806085  -1.24
C: 1.732459 -1.356930 0.680780  0.53
N: 1.360352 -0.076153 0.489485  -0.16
N: 1.642211 -2.365658 -0.227414  -0.38
N: 2.559727 -1.645123 1.784583  -0.52
H: 1.008434 0.708545 -1.437385  0.21
H: -0.098987 1.399608 -0.050192  0.13
H: -0.242347 -1.573416 -1.057932  0.49
H: -1.388108 -0.401327 -1.772127  0.22
H: 1.607307 0.547165 1.201738  0.24
H: 1.482035 -2.199236 -1.176096  0.31
H: 1.737564 -3.336651 0.087455  0.21
H: 2.171249 -1.349928 2.737804  0.29
H: 2.999888 -2.600776 1.906629  0.28
H: -1.144173 -0.842901 0.042784  0.40
C: -3.599976 2.210019 -0.932769  -0.75
C: -2.523623 3.101027 -0.271682  -0.97
H: -4.566105 2.516391 -1.276514  0.39
H: -3.183593 1.777337 -1.883251  0.16
H: -3.802342 1.371550 -0.300053  0.27
H: -2.042149 2.812539 0.627216  0.33
H: -3.215689 3.951756 0.113399  0.25
H: -1.734119 3.368695 -0.873332  0.35

Forces on atoms 1 to 6 (eV/Å):
C 2.3 2.6 0.2
C 0.3 0.5 -6.0
C 2.3 -0.4 0.3
N -1.4 -2.8 -1.3
N 0.3 0.3 2.4
N -1.7 -0.4 1.8

As for the energy above the lowest of the compared OMol25 structures with the same formula, charge and spin: 56.7 kcal per mole. As for the gap between HOMO and LUMO: 10.356 eV. The total charge is +1. The LUMO energy is -3.12 eV.

2.
Molecular formula: C41H55N7PSbScSi3
Method: DFT, ωB97M-V/def2-TZVPD

Last column: Mulliken charge in e.
Cartesian coordinates (Å):
Sc: -0.639544 -0.356845 0.626804  -3.06
C: 3.414201 1.985225 2.318055  -1.28
Sb: 1.758800 1.716091 0.923596  0.19
C: 0.535738 0.432169 2.309259  1.64
C: 1.201151 -0.843935 2.581065  -0.80
C: 2.097251 -1.098051 3.634720  -1.02
C: 2.617307 -2.361515 3.807111  -0.73
C: 2.255435 -3.374013 2.919884  -1.40
C: 1.385184 -3.055529 1.900615  -0.44
N: 0.859316 -1.841444 1.735461  1.08
Si: -0.248624 1.243272 3.818502  0.51
C: -2.013001 1.876001 3.476665  -0.42
C: -0.498010 -0.148496 5.094874  -1.16
C: 0.704016 2.673667 4.608901  -1.40
C: 2.799146 0.661491 -0.825563  2.74
C: 2.052750 -0.479590 -1.422147  -2.67
C: 2.525032 -1.080793 -2.609252  -0.84
C: 1.935427 -2.212780 -3.114711  -1.67
C: 0.858544 -2.778630 -2.431996  -1.33
C: 0.403643 -2.116888 -1.324056  -0.60
N: 0.950546 -0.978148 -0.845574  2.16
Si: 4.586377 0.055746 -0.431990  0.38
C: 5.516328 -0.917240 -1.770545  -1.24
C: 5.710969 1.525633 -0.068386  -1.03
C: 4.459785 -1.199309 0.970571  -0.57
Si: 2.732680 2.121676 -2.105807  0.73
C: 3.884387 1.882953 -3.590548  -1.19
C: 0.944347 2.194636 -2.714446  -0.37
C: 3.158287 3.793714 -1.336620  -1.24
H: 2.956670 2.123520 3.295277  0.12
H: 3.949414 2.896430 2.055846  0.53
H: 4.111175 1.152330 2.351818  0.40
H: 2.367514 -0.291355 4.303658  0.55
H: 3.303779 -2.568967 4.618075  0.49
H: 2.650954 -4.374974 3.015875  0.48
H: 1.071356 -3.807721 1.180235  0.52
H: -2.459498 1.392656 2.606195  -0.35
H: -2.038164 2.952218 3.302059  0.36
H: -2.651860 1.684684 4.342569  0.60
H: -0.699432 -1.100011 4.594887  0.22
H: -1.352944 0.079401 5.733818  0.55
H: 0.366152 -0.298272 5.742930  0.33
H: 0.934894 3.443469 3.867945  0.36
H: 1.640816 2.351416 5.068305  0.37
H: 0.100345 3.136561 5.392028  0.43
H: 3.369394 -0.638382 -3.111018  0.95
H: 2.311947 -2.669097 -4.021006  0.49
H: 0.393838 -3.696450 -2.761458  0.61
H: -0.431131 -2.511753 -0.752581  0.69
H: 5.647605 -0.374459 -2.708332  0.32
H: 5.051672 -1.877447 -1.997294  0.36
H: 6.516449 -1.125778 -1.382328  0.43
H: 6.049594 1.987172 -0.998619  0.30
H: 6.598604 1.180491 0.465976  0.43
H: 5.240983 2.299837 0.534933  0.25
H: 3.918726 -2.086871 0.632538  0.21
H: 3.941071 -0.817990 1.847501  -0.19
H: 5.455632 -1.522331 1.282911  0.56
H: 3.475308 1.196136 -4.332874  0.33
H: 4.875403 1.528794 -3.301595  0.31
H: 4.018001 2.846730 -4.085665  0.49
H: 0.643120 1.260702 -3.196471  -0.25
H: 0.819128 2.998001 -3.443582  0.69
H: 0.253637 2.385150 -1.888525  -0.09
H: 4.031131 3.754669 -0.681908  0.34
H: 2.319700 4.185622 -0.760289  0.30
H: 3.376827 4.507615 -2.133010  0.51
C: -4.089155 0.177275 -5.924860  -0.54
C: -4.965835 -0.258824 -4.942993  -0.83
C: -4.509046 -0.520088 -3.658736  -0.37
C: -3.163973 -0.342305 -3.351288  0.06
C: -2.278790 0.058752 -4.351831  0.02
C: -2.740515 0.322688 -5.630654  -0.71
P: -2.487623 -0.464728 -1.653245  1.66
C: -3.940861 -1.131910 -0.742758  0.13
C: -4.797621 -0.329427 0.005888  -0.18
C: -5.895073 -0.885131 0.649631  -0.80
C: -6.141922 -2.247122 0.559902  -0.55
C: -5.283785 -3.057834 -0.172603  -0.74
C: -4.188152 -2.503161 -0.816814  -0.47
C: -2.473069 1.285206 -1.106910  -0.34
C: -3.156576 2.310730 -1.756985  -0.64
C: -3.038090 3.607396 -1.286581  -0.99
C: -2.226675 3.868036 -0.190473  -1.09
C: -1.543172 2.837820 0.436119  -0.15
C: -1.634277 1.504804 0.010037  2.18
H: -4.456268 0.407853 -6.916116  0.40
H: -6.016857 -0.383194 -5.169496  0.43
H: -5.205746 -0.845715 -2.898434  0.39
H: -1.227608 0.186181 -4.116678  0.20
H: -2.050255 0.651963 -6.396511  0.44
H: -4.619561 0.736989 0.067617  0.38
H: -6.564843 -0.249548 1.215680  0.43
H: -7.007981 -2.673524 1.049218  0.38
H: -5.474138 -4.121654 -0.240512  0.45
H: -3.528193 -3.138695 -1.399765  0.40
H: -3.767708 2.104845 -2.627153  0.49
H: -3.574805 4.410142 -1.775803  0.41
H: -2.119665 4.886665 0.163501  0.41
H: -0.914921 3.087167 1.284233  0.40
N: -2.401262 -4.804208 1.904614  -0.72
N: -2.465189 -3.467192 2.128848  0.89
N: -3.252833 -2.944453 3.037395  -1.18
C: -3.064511 -1.647228 2.851351  -0.62
N: -2.184992 -1.424108 1.873584  0.86
N: -1.816701 -2.605503 1.414393  0.54
H: -2.747711 -5.329561 2.692072  0.30
H: -1.502238 -5.093927 1.552799  0.23
H: -3.557088 -0.876285 3.417045  0.49

Forces on atoms 1 to 6 (eV/Å):
Sc 0.4 -0.5 0.3
C -0.1 -0.1 -0.2
Sb 0.3 0.5 0.6
C 0.3 0.3 -0.7
C 0.3 -0.3 0.2
C 0.0 -0.1 0.0

As for the gap between HOMO and LUMO: 7.657 eV. The total charge is +1. The LUMO energy is -2.31 eV.

3.
Molecular formula: C20H48F36N4O3P6
Method: DFT, ωB97M-V/def2-TZVPD

Last column: Mulliken charge in e.
Cartesian coordinates (Å):
C: -0.950614 3.534786 1.432537  -0.52
C: -2.233809 3.065242 2.012291  0.34
O: -2.495618 1.921664 2.090788  -0.33
N: -3.243061 4.060338 2.579449  0.14
H: -3.020079 4.201721 3.562634  0.36
H: -3.102407 4.953962 2.109917  0.47
C: -4.613831 3.479714 2.377550  -0.76
H: -0.302434 3.441767 2.312148  0.35
H: -1.013157 4.592394 1.171823  0.49
H: -0.560631 2.908312 0.637550  -0.32
H: -5.374968 4.255740 2.482565  0.41
H: -4.742320 2.692774 3.112392  0.43
H: -4.863264 3.170902 1.361741  0.02
C: 4.459914 3.530786 -3.349535  -1.26
C: 3.595000 2.724901 -2.380273  0.66
O: 3.702046 2.651872 -1.206070  -0.41
N: 2.195463 2.480765 -2.940692  0.07
H: 1.856497 3.393706 -3.246907  0.45
H: 2.259148 1.888407 -3.773954  0.48
C: 1.219614 1.714004 -2.079850  -0.97
H: 5.498938 3.374557 -3.063705  0.37
H: 4.247604 4.592132 -3.457300  0.34
H: 4.378674 3.080838 -4.341454  0.41
H: 0.673696 2.366638 -1.409003  0.35
H: 1.851358 1.031401 -1.512561  0.03
H: 0.624332 1.100587 -2.750848  0.43
C: -1.464004 -1.605856 -0.778766  -1.13
C: -1.861866 -0.163303 -0.879491  0.24
O: -1.398933 0.754533 -0.293951  -0.05
N: -3.080695 0.095936 -1.684953  0.69
H: -2.793020 0.511205 -2.586025  0.45
H: -3.494333 -0.812781 -1.912032  -0.20
C: -3.996187 0.935536 -0.799939  -0.61
H: -0.531104 -1.707498 -0.219329  0.04
H: -1.207505 -1.975081 -1.773576  0.47
H: -2.122562 -2.254776 -0.200412  0.40
H: -3.561470 1.843733 -0.396421  -0.16
H: -4.251333 0.284954 0.036623  0.43
H: -4.853444 1.231689 -1.399698  0.61
C: 0.959659 0.011976 2.778291  -1.13
C: 2.169216 0.708470 2.191990  -0.61
C: 3.148093 -0.264282 1.555586  0.64
C: 3.857551 -1.204101 2.532404  -1.17
N: 4.709957 -2.306473 1.902147  0.52
C: 5.358265 -3.016319 3.107404  -0.55
C: 4.604665 -4.285103 3.390398  -0.88
C: 3.319252 -4.232891 2.568025  -0.73
C: 3.689204 -3.339508 1.377191  -0.37
C: 5.636179 -1.921815 0.732277  -0.68
C: 6.682537 -0.872444 1.175676  -0.10
C: 7.727135 -0.604450 0.107328  -1.41
H: 1.249619 -0.546450 3.672890  0.46
H: 0.435916 -0.707560 2.148333  0.18
H: 0.247743 0.770561 3.108847  0.27
H: 2.648346 1.411915 2.877663  0.44
H: 1.820486 1.325511 1.357475  0.12
H: 3.878426 0.357892 1.029261  0.01
H: 2.634622 -0.877116 0.811460  -0.20
H: 3.129832 -1.727407 3.150734  0.51
H: 4.425498 -0.523709 3.169984  0.32
H: 6.315279 -3.284913 2.651672  0.44
H: 5.563007 -2.415267 3.988366  0.37
H: 5.150107 -5.195532 3.136468  0.35
H: 4.479242 -4.397025 4.468188  0.36
H: 3.038580 -5.209685 2.176812  0.53
H: 2.462559 -3.961667 3.184222  0.24
H: 4.166990 -3.914446 0.584864  0.56
H: 2.903296 -2.776331 0.880317  0.15
H: 4.913589 -1.470860 0.054891  0.13
H: 6.137066 -2.838209 0.429129  0.69
H: 6.971144 -1.275027 2.146663  0.39
H: 6.162295 0.086321 1.251554  0.12
H: 7.292317 -0.395247 -0.868608  0.33
H: 8.261204 -1.555504 0.019441  0.37
H: 8.417795 0.180214 0.407781  0.37
P: -6.025126 -0.558004 2.604094  1.26
F: -5.720558 -0.394670 4.195311  -0.44
F: -5.865609 1.068703 2.487947  -0.36
F: -4.434209 -0.692047 2.313533  -0.41
F: -6.190822 -0.542961 1.005887  -0.34
F: -6.258774 -2.164857 2.686761  -0.39
F: -7.599722 -0.448168 3.050213  -0.39
P: -5.972643 4.608154 -0.936490  1.27
F: -4.442052 4.103915 -0.678597  -0.35
F: -6.193975 3.408055 -2.048967  -0.33
F: -6.526847 3.629627 0.246725  -0.37
F: -7.484884 5.181735 -1.118396  -0.38
F: -5.636244 5.887848 0.064226  -0.43
F: -5.505840 5.461612 -2.220053  -0.37
P: 2.704641 -2.221765 -3.115531  1.51
F: 2.192258 -2.440341 -4.631879  -0.37
F: 2.057763 -3.670800 -2.740703  -0.39
F: 4.179624 -2.824113 -3.579948  -0.41
F: 3.192596 -2.029274 -1.540723  -0.59
F: 3.345625 -0.764773 -3.503722  -0.41
F: 1.331084 -1.487112 -2.789674  -0.35
P: -1.441213 -4.381326 2.312350  1.26
F: -1.064294 -2.770140 2.299358  -0.33
F: 0.128022 -4.827817 2.559186  -0.39
F: -1.572228 -4.504152 3.865510  -0.39
F: -1.877787 -5.949481 2.092119  -0.42
F: -2.978411 -4.071924 2.015943  -0.34
F: -1.066715 -4.296155 0.713901  -0.37
P: -1.831193 2.830740 -4.124410  1.35
F: -1.762277 2.746862 -2.502157  -0.44
F: -0.795857 4.072856 -4.164182  -0.43
F: -0.511467 1.842676 -4.197905  -0.37
F: -1.925053 2.754196 -5.740093  -0.40
F: -2.694378 1.444134 -4.076340  -0.55
F: -3.139955 3.765599 -4.188311  -0.34
P: -4.677888 -2.711645 -3.504631  1.24
F: -5.118477 -2.470760 -5.092227  -0.41
F: -3.368794 -1.739206 -3.759509  -0.37
F: -5.482848 -1.349233 -3.151131  -0.33
F: -4.093466 -2.945584 -2.003592  -0.36
F: -5.956794 -3.604185 -3.131757  -0.39
F: -3.911521 -4.027942 -4.072521  -0.39

Forces on atoms 1 to 6 (eV/Å):
C 0.0 1.4 1.0
C 0.4 -1.7 -0.9
O -0.5 -0.1 0.5
N 0.4 0.0 -1.1
H -0.3 -0.1 0.1
H -0.4 0.1 -0.2

As for the energy above the lowest of the compared OMol25 structures with the same formula, charge and spin: 0.0 kcal per mole. As for the gap between HOMO and LUMO: 7.919 eV. The total charge is -2. The LUMO energy is 1.39 eV.